#one
{
  "formula": "C5H13NS",
  "method": "ωB97M-V with the def2-TZVPD basis set",
  "e_lumo_ev": -1.28,
  "total_charge": 0,
  "multiplicity": 1,
  "homo_energy_ev": -8.7,
  "homo_lumo_gap_ev": 7.46,
  "species": ["C", "C", "C", "S", "C", "N", "C", "H", "H", "H", "H", "H", "H", "H", "H", "H", "H", "H", "H", "H"],
  "xyz": [[0.29739, -0.11999, 1.31963], [1.06188, 1.04795, 0.74039], [0.12763, 1.94835, 0.00862], [-1.47605, 2.39059, 0.65523], [-0.53711, -0.82185, 0.20100], [0.23811, -1.25491, -0.85740], [-0.56957, -2.03225, -1.88833], [1.01355, -0.74897, 1.84150], [-0.48396, 0.18845, 2.00539], [1.58074, 1.66322, 1.39623], [1.83170, 0.58312, 0.06828], [0.00327, 1.31959, -0.88865], [0.69314, 2.87897, -0.31966], [-0.24105, 3.36480, 2.09165], [-1.33745, -0.17673, -0.06922], [-1.00160, -1.73411, 0.76846], [1.10503, -1.71528, -0.44917], [-1.22017, -1.33717, -2.48101], [0.13359, -2.53911, -2.63239], [-1.21908, -2.90468, -1.51054]],
  "nbo_charge": [-0.410, -0.416, -0.593, 0.053, -0.207, -0.650, -0.425, 0.202, 0.223, 0.204, 0.213, 0.241, 0.219, 0.061, 0.190, 0.146, 0.365, 0.202, 0.206, 0.177]
}



#two
{
  "formula": "C5H13NS",
  "method": "ωB97M-V with the def2-TZVPD basis set",
  "e_lumo_ev": 1.11,
  "total_charge": 0,
  "multiplicity": 1,
  "homo_energy_ev": -8.4,
  "homo_lumo_gap_ev": 9.46,
  "smiles": "CSCC[C@@H](C)N",
  "species": ["C", "C", "C", "C", "S", "C", "N", "H", "H", "H", "H", "H", "H", "H", "H", "H", "H", "H", "H", "H"],
  "xyz": [[1.52698, -0.79498, 2.03569], [0.68369, -0.92267, 0.76387], [-0.46595, 0.07732, 0.79150], [-1.02818, 0.46750, -0.58149], [-0.96005, 2.25024, -0.91069], [-0.76219, 2.23964, -2.69618], [0.16747, -2.26510, 0.55068], [1.93509, 0.20494, 2.19871], [0.87758, -1.03298, 2.88044], [2.37110, -1.48838, 2.00135], [1.27737, -0.73566, -0.13698], [-0.12128, 0.94149, 1.35831], [-1.30083, -0.31440, 1.36481], [-0.45565, -0.01761, -1.36877], [-2.03528, 0.10546, -0.68110], [-0.99125, 3.24753, -3.04645], [0.26587, 2.02814, -3.00224], [-1.40540, 1.55004, -3.19272], [-0.48541, -2.60053, 1.24436], [0.90633, -2.94001, 0.42689]],
  "nbo_charge": [-0.619, -0.041, -0.414, -0.519, 0.182, -0.747, -0.848, 0.209, 0.201, 0.206, 0.183, 0.214, 0.202, 0.214, 0.210, 0.229, 0.209, 0.214, 0.355, 0.359]
}



The most stable of them is #two.



#one
{
  "formula": "C3H17N2O3",
  "method": "ωB97M-V with the def2-TZVPD basis set",
  "e_lumo_ev": -3.17,
  "total_charge": 1,
  "multiplicity": 1,
  "homo_energy_ev": -12.5,
  "homo_lumo_gap_ev": 9.35,
  "species": ["N", "C", "C", "C", "N", "H", "H", "H", "H", "H", "H", "H", "H", "H", "H", "H", "H", "H", "O", "H", "H", "O", "H", "H", "O"],
  "xyz": [[0.20805, -1.09755, 0.37414], [0.63209, -0.32657, -0.84482], [1.90557, -0.71822, -1.37928], [0.58876, 1.19076, -0.33353], [-0.82701, 1.50772, -0.48437], [1.09309, -1.28898, 1.00248], [-0.24394, -1.94185, 0.17799], [-0.34459, -0.48322, 1.05286], [-0.12434, -0.39988, -1.66600], [2.36974, -1.67072, -1.08451], [2.58744, 0.24401, -1.08094], [1.99494, -0.72931, -2.51993], [1.07201, 1.50668, 0.52513], [1.40683, 1.76937, -0.79511], [-1.31732, 1.38867, 0.34258], [-0.96315, 2.41108, -1.08821], [0.24533, -3.99377, 0.57112], [1.73592, -4.49297, 0.74205], [1.17269, -3.67998, 0.68242], [-2.62149, 3.55195, -1.71057], [-3.56523, 3.37906, -0.45960], [-2.94789, 2.82924, -1.14573], [-1.32058, 0.63336, 2.49229], [0.00836, -0.12530, 3.23471], [-0.27964, 0.41260, 2.51095]],
  "nbo_charge": [-0.696, -0.075, -0.663, -0.287, -0.866, 0.449, 0.419, 0.462, 0.248, 0.246, 0.216, 0.258, 0.220, 0.226, 0.352, 0.421, 0.477, 0.508, -0.981, 0.473, 0.484, -0.947, 0.516, 0.507, -0.968]
}



#two
{
  "formula": "C3H17N2O3",
  "method": "ωB97M-V with the def2-TZVPD basis set",
  "e_lumo_ev": -2.52,
  "total_charge": 1,
  "multiplicity": 1,
  "homo_energy_ev": -13.4,
  "homo_lumo_gap_ev": 10.90,
  "species": ["C", "C", "C", "N", "N", "H", "H", "H", "H", "H", "H", "H", "H", "H", "H", "H", "H", "H", "O", "H", "H", "O", "H", "H", "O"],
  "xyz": [[0.07088, -0.12950, -2.38310], [-1.28509, -0.00083, -1.69628], [-1.73494, -1.27559, -0.98156], [-0.81971, -1.60440, 0.12832], [1.14415, -0.27590, -1.35681], [0.29678, 0.76205, -2.96990], [0.09232, -1.00251, -3.02191], [-1.26179, 0.83611, -0.98956], [-2.01569, 0.26207, -2.46293], [-2.75843, -1.14051, -0.63611], [-1.71515, -2.10229, -1.68880], [-1.06978, -1.08456, 0.97244], [0.77118, -0.93366, -0.63344], [-0.89271, -2.57336, 0.37627], [1.35662, 0.64077, -0.91848], [2.01024, -0.62714, -1.74248], [2.25854, 0.14862, 2.69106], [0.73882, 0.39303, 2.56161], [1.56858, 0.38851, 2.05997], [1.67445, 1.73688, 0.86087], [2.23070, 2.78491, -0.15082], [1.55806, 2.10479, -0.04190], [-1.45137, 1.21669, 3.11548], [-1.32617, -0.07765, 3.90731], [-1.06595, 0.33947, 3.07531]],
  "nbo_charge": [-0.219, -0.431, -0.224, -0.873, -0.731, 0.226, 0.214, 0.217, 0.244, 0.201, 0.198, 0.388, 0.468, 0.383, 0.466, 0.419, 0.492, 0.510, -0.994, 0.517, 0.496, -0.987, 0.493, 0.497, -0.969]
}



The most stable of them is #two.



#one
{
  "formula": "C3H8NOSe",
  "method": "ωB97M-V with the def2-TZVPD basis set",
  "e_lumo_ev": -4.88,
  "total_charge": 1,
  "multiplicity": 1,
  "homo_energy_ev": -11.8,
  "homo_lumo_gap_ev": 6.94,
  "species": ["C", "C", "C", "N", "O", "Se", "H", "H", "H", "H", "H", "H", "H", "H"],
  "xyz": [[2.27449, 0.48514, 0.30922], [1.84074, -0.79784, 0.90809], [-3.48480, -0.19483, -0.54586], [2.39268, 0.61076, -0.98449], [-4.58838, 0.11988, 0.03808], [-1.82078, 0.20859, -0.15090], [2.35638, 1.34177, 0.94272], [2.05142, -1.69361, 0.42294], [1.98368, -0.85283, 2.01346], [0.78611, -0.53037, 0.54085], [-3.69850, -1.01708, -1.26965], [2.00816, -0.00936, -1.82911], [2.54540, 1.57337, -1.24836], [-4.64658, 0.75641, 0.85300]],
  "nbo_charge": [0.331, -0.690, 0.089, -0.652, -0.625, -0.182, 0.245, 0.269, 0.279, 0.298, 0.204, 0.479, 0.428, 0.527]
}



#two
{
  "formula": "C3H8NOSe",
  "method": "ωB97M-V with the def2-TZVPD basis set",
  "e_lumo_ev": -4.72,
  "total_charge": 1,
  "multiplicity": 1,
  "homo_energy_ev": -12.1,
  "homo_lumo_gap_ev": 7.39,
  "species": ["C", "C", "C", "N", "O", "Se", "H", "H", "H", "H", "H", "H", "H", "H"],
  "xyz": [[1.47755, -0.44063, -0.17079], [1.20860, -1.93736, -0.13228], [-2.62105, 1.94295, -0.56032], [2.27941, 0.03182, 0.68036], [-3.86713, 2.10414, -0.43124], [-1.46517, 0.53819, -0.08767], [0.69410, 0.01912, -0.74841], [0.64258, -2.19510, 0.90846], [0.68244, -2.25788, -0.98219], [2.03808, -2.57590, 0.29888], [-2.04604, 2.88616, -0.88914], [2.81151, -0.48925, 1.35167], [2.62274, 0.96487, 0.86021], [-4.45764, 1.40888, -0.09754]],
  "nbo_charge": [0.300, -0.725, 0.180, -0.611, -0.598, -0.260, 0.275, 0.301, 0.266, 0.271, 0.209, 0.422, 0.440, 0.531]
}



The most stable of them is #one.



#one
{
  "formula": "C8H13N2O",
  "method": "ωB97M-V with the def2-TZVPD basis set",
  "e_lumo_ev": -4.06,
  "total_charge": 1,
  "multiplicity": 1,
  "homo_energy_ev": -12.6,
  "homo_lumo_gap_ev": 8.55,
  "species": ["C", "C", "C", "C", "C", "C", "C", "C", "N", "N", "O", "H", "H", "H", "H", "H", "H", "H", "H", "H", "H", "H", "H", "H"],
  "xyz": [[-3.30739, 0.87552, 0.82438], [-2.87659, 1.33427, -0.39971], [-2.97985, -0.48166, 1.20074], [-1.90928, -0.81772, -0.83401], [-2.09954, 0.49290, -1.18326], [1.49121, 0.96653, -0.24835], [3.98148, -0.31981, -0.01106], [1.55307, -0.50022, 0.00652], [-2.30771, -1.23235, 0.35605], [2.78241, -1.08043, 0.31366], [0.51075, -1.10693, 0.16358], [-3.65316, 1.56760, 1.65066], [-2.96138, 2.51489, -0.47650], [-3.21313, -0.85046, 2.26857], [-1.23299, -1.48093, -1.44082], [1.97516, 1.51979, 0.60962], [0.42016, 1.19410, -0.34344], [1.88966, 1.22908, -1.18611], [3.79738, 0.20768, -0.95644], [4.19549, 0.47108, 0.68947], [4.78696, -1.06843, -0.04709], [3.01856, -2.05094, 0.49504], [-1.86394, 0.76828, -2.11984], [-1.99731, -2.15184, 0.66833]],
  "nbo_charge": [-0.234, -0.111, 0.100, 0.115, -0.234, -0.719, -0.416, 0.696, -0.421, -0.612, -0.688, 0.264, 0.269, 0.262, 0.276, 0.253, 0.229, 0.238, 0.196, 0.199, 0.221, 0.420, 0.241, 0.457]
}



#two
{
  "formula": "C8H13N2O",
  "method": "ωB97M-V with the def2-TZVPD basis set",
  "e_lumo_ev": -3.25,
  "total_charge": 1,
  "multiplicity": 1,
  "homo_energy_ev": -12.4,
  "homo_lumo_gap_ev": 9.17,
  "smiles": "C[C@@H]1C=CC=C[C@@]1(O)C(N)=[NH2+]",
  "species": ["C", "C", "C", "C", "C", "C", "C", "C", "N", "N", "O", "H", "H", "H", "H", "H", "H", "H", "H", "H", "H", "H", "H", "H"],
  "xyz": [[0.73611, -2.17597, 1.08961], [0.35409, -2.44029, -0.27380], [0.88522, -0.97787, 1.61980], [0.21194, -1.34180, -1.06204], [-1.41423, 0.69418, -0.77933], [0.51788, 0.30395, 0.93238], [0.23188, 0.14309, -0.62152], [1.64371, 1.32795, 1.17633], [-2.48156, 0.00184, -0.54144], [-1.44016, 1.95235, -1.13467], [1.00301, 0.99703, -1.34964], [0.97954, -3.00711, 1.74379], [0.02320, -3.32829, -0.90203], [1.14202, -0.83433, 2.62568], [-0.20246, -1.45296, -1.96823], [-0.33537, 0.75042, 1.41320], [2.02911, 0.90688, 2.12507], [1.23085, 2.26619, 1.38524], [2.32745, 1.37212, 0.43170], [-2.39253, -1.01531, -0.25589], [-3.45545, 0.25134, -0.64294], [-0.45268, 2.27030, -1.34134], [-2.15185, 2.64357, -1.37193], [1.01027, 0.69272, -2.29799]],
  "nbo_charge": [-0.262, -0.158, -0.103, -0.265, 0.524, -0.292, 0.273, -0.579, -0.743, -0.755, -0.690, 0.236, 0.262, 0.219, 0.191, 0.228, 0.218, 0.213, 0.227, 0.440, 0.432, 0.439, 0.439, 0.504]
}



The most stable of them is #one.



#one
{
  "formula": "C3H6FO2S",
  "method": "ωB97M-V with the def2-TZVPD basis set",
  "e_lumo_ev": [3.78, 3.19],
  "total_charge": -1,
  "multiplicity": 1,
  "homo_energy_ev": [-4.9, -1.5],
  "homo_lumo_gap_ev": [8.63, 4.65],
  "species": ["C", "C", "C", "O", "O", "F", "S", "H", "H", "H", "H", "H", "H"],
  "xyz": [[0.70652, 0.67354, -0.22468], [0.21620, -0.71320, -0.72768], [0.23248, -1.60003, 0.49237], [-4.43792, 0.18705, 1.04654], [-3.41095, -0.69257, -1.02550], [1.58676, -2.02896, 0.79437], [-3.18877, -0.15118, 0.31378], [1.17125, 0.52152, 0.71818], [-0.17343, 1.31045, 0.03186], [1.39042, 1.10513, -0.98643], [0.72106, -1.13055, -1.52350], [-0.81692, -0.64986, -1.07946], [-0.05512, -1.10191, 1.44243]],
  "nbo_charge": [-0.613, -0.537, 0.291, -1.018, -1.022, -0.425, 1.095, 0.202, 0.222, 0.201, 0.207, 0.267, 0.131]
}



#two
{
  "formula": "C3H6FO2S",
  "method": "ωB97M-V with the def2-TZVPD basis set",
  "e_lumo_ev": [3.68, 3.96],
  "total_charge": -1,
  "multiplicity": 1,
  "homo_energy_ev": [-3.4, -3.6],
  "homo_lumo_gap_ev": [7.06, 7.60],
  "species": ["C", "C", "C", "O", "O", "F", "S", "H", "H", "H", "H", "H", "H"],
  "xyz": [[0.35063, 1.69503, -1.57875], [0.26927, -0.22371, 1.58668], [-0.47453, -0.09728, 0.32777], [0.07969, -1.94277, -1.68931], [-0.40791, -2.66434, 0.62370], [-1.62978, 0.63292, 0.54200], [-0.86869, -1.79296, -0.50943], [-0.22591, 1.26809, -2.31621], [0.03523, 2.48249, -0.92994], [1.43815, 1.45190, -1.76112], [1.30702, -0.09789, 1.31694], [0.13374, -1.28013, 1.93825], [-0.00692, 0.56865, 2.44942]],
  "nbo_charge": [-0.589, -0.773, 0.216, -1.039, -1.052, -0.407, 1.432, 0.172, 0.169, 0.171, 0.225, 0.281, 0.193]
}



The most stable of them is #one.